No. 1
44
Properties=species:S:1:pos:R:3:forces:R:3 method="wB97M-V/def2-TZVPD" spin_multiplicity=1 orbital_gap_ev=9.7 de_lowest_kcal_mol=241.7 total_charge=0 total_energy_ev=-18950.925
C 1.37236 2.66843 -2.31602 4.4 0.4 2.4
C 2.09027 1.28840 -2.51493 -0.2 1.9 -0.7
C 2.23273 0.38565 -1.21047 1.0 3.7 -2.5
C 3.31592 0.99019 -0.18804 0.2 -0.7 -4.2
C 3.27974 0.12956 0.97140 -1.9 2.7 5.6
C 1.96861 -0.48158 1.69708 0.8 0.6 2.0
C 1.46026 -2.02562 1.28720 -2.2 2.6 -0.1
C 0.06050 -2.19819 2.09594 1.0 0.9 2.5
C -1.11421 -1.41399 1.25839 1.5 -1.0 0.5
C -2.54988 -1.73847 1.77412 1.1 1.9 -1.1
C -3.58978 -0.69853 1.27799 0.2 3.0 0.8
C -3.72455 -0.41599 -0.30825 -4.5 -4.7 1.3
C -2.25059 0.74981 -2.06581 0.9 0.7 0.5
H 0.72965 2.59930 -1.48963 -2.4 -0.1 0.2
H 1.16556 2.98640 -3.32182 -0.9 0.8 0.2
H 2.12139 3.38391 -1.75480 -0.9 -0.8 -1.7
H 2.91862 1.65697 -3.19926 0.0 -1.5 1.2
H 1.32453 0.95704 -3.19668 0.1 -1.7 -0.4
H 1.14789 0.24167 -1.08218 0.6 -0.1 1.5
H 2.72478 -0.50148 -1.47914 0.0 -1.6 -0.5
H 3.30575 2.14456 -0.02428 0.1 -2.2 -0.4
H 4.42924 0.45597 -0.69124 -3.0 3.0 0.9
H 3.81100 -0.66884 0.75269 2.8 -3.9 -0.6
H 3.87812 0.79246 1.70128 -0.8 -1.7 -0.1
H 1.21513 0.37372 1.75980 0.3 -1.6 -0.5
H 2.25555 -0.58110 2.91023 -0.5 0.0 -3.2
H 1.06552 -2.11800 0.16167 1.8 0.1 2.2
H 2.29791 -2.66833 1.63979 -0.9 0.1 -0.7
H -0.15151 -3.41082 2.45465 0.3 3.7 -1.2
H 0.27843 -1.43623 3.17761 -1.0 -2.8 -2.9
H -0.97391 -1.84815 0.24111 -0.3 0.8 0.3
H -0.86505 -0.26617 1.27400 -0.5 -2.3 -0.1
H -2.40626 -1.66560 2.89802 -1.1 -0.8 -1.2
H -2.96251 -2.62955 1.24134 0.8 -0.2 1.4
H -4.46659 -0.95338 1.92104 -0.2 0.2 -1.5
H -3.37951 0.41586 1.57997 0.0 -2.4 0.3
H -4.95603 -0.34821 -0.54318 3.1 0.8 0.6
H -3.65862 -1.51109 -0.86896 1.1 2.9 0.9
H -1.21413 0.44698 -1.44228 -1.6 0.1 -3.5
H -2.86814 0.10160 -2.94020 2.2 1.4 2.9
H -2.04372 1.91132 -2.45280 -1.1 -3.4 1.1
N -2.92533 0.67622 -0.69856 0.5 2.2 -0.7
N -2.47021 1.68401 0.19680 -0.4 -0.1 -4.0
O -1.87891 2.53929 -0.48360 -0.4 -1.0 2.6

No. 2
50
Properties=species:S:1:pos:R:3:forces:R:3 method="wB97M-V/def2-TZVPD" spin_multiplicity=1 orbital_gap_ev=6.9 total_charge=+1 total_energy_ev=-45164.198
C 4.92489 1.51517 -0.59275 -0.3 0.7 -0.4
P 4.86778 3.32712 -0.03444 0.1 -0.3 0.9
C 5.89920 4.37962 -1.21113 0.0 -0.4 -0.6
C 3.02839 3.76118 -0.23354 0.1 1.2 0.1
C 2.43832 4.79607 0.67158 -2.8 -1.4 -2.2
C 1.00022 5.05170 0.47010 2.1 -1.7 -0.9
C 0.31966 4.26708 -0.58668 2.2 1.5 2.4
N 1.06233 3.37448 -1.27946 -2.5 0.6 -0.9
C 0.30468 2.58553 -2.31668 -0.5 -1.4 -0.4
N -0.44715 1.57087 -1.56630 0.1 0.6 -0.3
N 2.33530 3.09464 -1.18723 0.6 1.4 1.9
H 4.57281 0.90956 0.27946 0.4 0.5 -0.8
H 5.99532 1.30491 -0.83339 -0.9 0.0 0.3
H 4.27203 1.32144 -1.48101 0.7 0.1 0.7
H 5.90476 3.96016 -2.25075 -0.1 0.6 0.8
H 5.57614 5.45555 -1.20828 0.3 -1.1 0.0
H 6.95557 4.31305 -0.82789 -1.1 0.1 -0.2
H 3.03420 5.31795 1.44951 -0.4 -0.6 -0.8
H 0.44940 5.78367 1.10253 0.4 -0.7 -0.7
H -0.76718 4.43815 -0.76856 1.2 -0.6 -0.2
H -0.33672 3.25914 -2.94558 0.8 -0.1 0.7
H 1.02947 2.03054 -2.97097 -0.5 0.9 0.7
H -0.89586 0.89155 -2.18258 0.2 0.2 0.2
H -1.15984 1.99379 -0.96838 0.1 -0.3 -0.3
O -1.00988 -3.32954 -0.28561 -1.5 -3.6 0.8
P -2.09923 -3.05832 0.72505 1.2 8.4 -0.1
O -2.99273 -1.97633 -0.14970 -0.1 -0.6 0.0
C -3.73844 -2.44936 -1.26250 -0.3 0.0 -0.2
C -4.88168 -3.35620 -0.84443 0.0 -0.1 0.1
O -1.26220 -1.99156 1.66800 -0.2 -0.9 0.5
C 0.15825 -1.91853 1.58803 0.3 0.0 -0.3
C 0.59948 -0.93451 0.51759 0.1 0.3 0.2
O -3.28493 -3.02244 1.93533 0.9 -3.2 -1.2
C -3.76729 -4.27414 2.43419 -0.4 -0.4 0.4
C -2.66405 -5.25951 2.76338 0.2 0.2 0.1
H -3.07830 -2.96100 -1.96889 0.0 0.0 0.0
H -4.14633 -1.57123 -1.76870 0.1 0.1 0.1
H -4.49587 -4.32067 -0.49762 -0.1 0.0 0.0
H -5.55443 -3.55162 -1.68082 0.1 0.0 0.0
H -5.45303 -2.91333 -0.02656 0.0 0.0 -0.1
H 0.58418 -2.90909 1.41947 -0.1 0.1 -0.1
H 0.52676 -1.58690 2.56136 -0.2 0.0 0.0
H 0.02747 -1.03626 -0.40267 0.1 -0.2 0.0
H 1.66203 -1.06270 0.29447 0.0 0.0 0.0
H 0.44815 0.09012 0.86858 0.0 0.0 0.0
H -4.46167 -4.71094 1.71182 0.0 0.0 0.0
H -4.34064 -4.05816 3.33787 0.0 0.2 -0.1
H -2.06156 -5.50018 1.87808 -0.1 -0.1 0.0
H -3.08847 -6.19141 3.14002 0.0 0.0 0.0
H -1.98929 -4.84911 3.51671 0.0 0.0 0.0

No. 3
56
Properties=species:S:1:pos:R:3:forces:R:3 method="wB97M-V/def2-TZVPD" spin_multiplicity=1 orbital_gap_ev=7.8 de_lowest_kcal_mol=13.4 total_charge=0 total_energy_ev=-91017.183
Zn 13.07526 6.72325 -7.34793 0.5 -0.2 0.1
O 11.50834 6.93576 -8.42405 0.9 -0.3 0.1
H 10.64647 7.04518 -8.77918 -0.6 0.1 -0.2
C 15.94784 5.82483 -5.98293 0.0 1.2 -0.3
O 14.81030 6.47150 -6.41416 -1.0 0.0 0.2
H 16.29351 6.24430 -5.02156 0.0 -0.1 0.2
H 15.92143 4.73760 -5.81695 -0.2 -0.2 -0.3
H 16.76620 6.07328 -6.67563 0.3 -0.5 -0.1
C 12.73705 6.27771 -3.12191 0.6 -0.6 0.0
O 11.42162 6.70558 -3.44123 -0.3 -0.4 0.9
C 11.23677 7.16955 -4.65130 -0.4 0.0 -0.2
O 12.07217 7.23905 -5.50477 0.8 0.3 -0.2
O 9.98755 7.55265 -4.78407 -0.9 0.6 0.5
C 9.69782 8.27685 -5.98950 -0.3 -0.8 -0.8
H 13.08204 5.45506 -3.75110 -0.2 0.3 -0.4
H 12.71813 5.86125 -2.11779 -0.2 0.4 0.1
H 13.43259 7.10839 -3.21402 0.1 0.0 0.1
H 10.26939 9.19758 -6.05240 0.2 -0.1 0.0
H 8.63342 8.49420 -6.05010 0.0 0.0 0.7
H 9.90348 7.59081 -6.81334 0.5 0.5 -0.2
C 13.74689 2.80385 -5.57064 1.6 0.0 -0.1
O 12.56302 2.48248 -6.27575 -0.5 0.1 0.1
C 11.89324 3.52934 -6.75851 0.0 0.3 0.0
O 12.30774 4.65966 -6.80959 0.1 -0.3 0.3
O 10.69635 3.13746 -7.15100 0.0 -0.7 0.2
C 9.76640 4.13586 -7.55115 -0.3 0.6 0.1
H 14.50966 3.25137 -6.21288 -0.3 0.0 -0.2
H 14.16610 1.86645 -5.21161 -0.3 -0.1 0.1
H 13.64122 3.49595 -4.73600 -0.6 -0.1 -0.1
H 8.78232 3.68211 -7.45647 0.1 -0.2 -0.3
H 9.98373 4.48811 -8.55722 0.0 -0.1 0.0
H 9.77747 5.00395 -6.88989 0.3 -0.1 0.0
C 13.84717 10.12865 -9.78316 -0.7 0.0 -0.6
O 14.41297 10.58254 -8.56142 -0.1 -0.3 0.0
C 14.12031 9.82369 -7.51369 0.5 0.5 0.3
O 13.43526 8.84503 -7.50173 -0.6 -0.4 -0.4
O 14.70072 10.35672 -6.46673 0.5 1.0 0.3
C 14.43532 9.81036 -5.19634 -0.2 -0.9 0.9
H 12.75839 10.23558 -9.80418 0.1 0.3 0.3
H 14.00442 9.07087 -9.96321 0.5 -0.1 0.1
H 14.28682 10.75995 -10.54933 0.0 -0.2 -0.1
H 14.96166 8.86424 -5.05061 0.0 -0.1 -0.3
H 13.37249 9.61297 -5.04523 0.0 0.1 -0.2
H 14.77788 10.50438 -4.43340 0.1 0.3 -0.3
C 16.46852 6.75837 -11.83289 -0.1 0.3 -1.0
O 15.71070 6.96117 -10.65547 -0.2 0.8 0.6
C 14.83894 6.07948 -10.19572 0.2 -0.8 -0.6
O 14.20900 6.21321 -9.19416 -0.1 0.2 0.1
O 14.77320 5.01277 -10.99920 0.2 0.1 -0.2
C 13.85411 3.99091 -10.68187 -0.7 -1.0 0.0
H 16.75292 7.74837 -12.19144 0.4 0.0 0.5
H 15.89073 6.38188 -12.67967 -0.2 -0.5 0.4
H 17.32728 6.12674 -11.62949 0.1 0.0 -0.1
H 13.75906 3.38525 -11.58142 0.1 0.1 -0.1
H 12.85978 4.33845 -10.40390 0.2 0.5 0.0
H 14.20407 3.32637 -9.89100 0.3 0.3 0.1

No. 4
48
Properties=species:S:1:pos:R:3:forces:R:3 method="wB97M-V/def2-TZVPD" spin_multiplicity=1 orbital_gap_ev=6.5 total_charge=-1 total_energy_ev=-33033.099
C -0.29140 -3.29152 -1.27981 -0.7 -1.4 -0.3
P -1.68536 -2.39321 -2.14023 0.0 2.0 1.5
C -3.16758 -3.53471 -2.11094 1.0 -1.0 -0.1
C -1.24342 -1.83499 -3.88069 0.2 -0.7 -1.4
N -2.50187 -1.85989 -4.68214 -0.2 0.3 1.0
C -0.74220 -0.34603 -3.94570 0.3 -1.0 0.3
C 0.50465 -0.05934 -3.03398 -0.6 1.9 -0.7
C 0.39614 1.44834 -2.55204 -0.7 -1.2 -0.5
F 0.03276 1.43075 -1.18467 0.6 0.6 -0.4
C -0.18670 -2.73286 -4.62080 0.5 -1.3 -3.1
O 0.87846 -3.12117 -4.10675 -0.1 0.8 1.9
O -0.45084 -3.02544 -5.83814 -0.8 0.7 1.3
H -0.56317 -3.37346 -0.19981 0.2 0.2 -0.7
H 0.69756 -2.81620 -1.41550 -0.7 -0.2 -0.1
H -0.25988 -4.33450 -1.68969 0.4 0.8 0.3
H -3.22832 -3.92830 -1.06481 0.0 0.5 -0.7
H -3.00801 -4.42654 -2.76198 -0.5 0.6 0.2
H -4.09249 -2.97070 -2.33523 0.6 -0.5 0.0
H -2.73309 -2.81555 -4.95184 0.4 0.2 -0.1
H -3.24214 -1.54808 -4.03937 0.1 0.0 -0.4
H -1.62667 0.29111 -3.72053 0.7 -0.2 0.2
H -0.46106 -0.14112 -5.00664 -0.4 -0.3 0.7
H 1.42740 -0.08907 -3.65720 -0.6 -0.6 0.6
H 0.55775 -0.73054 -2.15439 0.1 0.5 -0.6
H 1.31643 2.03385 -2.76534 -0.4 -0.3 0.8
H -0.44782 1.94987 -3.08648 0.7 -0.3 0.4
C -0.19635 0.27614 2.19127 0.1 0.0 -0.1
C -0.09135 1.25391 3.35297 0.0 -0.1 -0.2
N 1.21402 1.25564 3.99590 0.1 0.0 0.4
C 1.22963 1.96308 5.26685 -0.1 -0.1 0.1
C 0.95217 3.46896 5.25042 0.1 0.2 0.2
C 2.35429 1.50441 3.12669 0.0 -0.2 -0.3
C 2.37320 2.81021 2.32680 0.2 0.1 0.0
H 0.07892 -0.73491 2.49957 0.0 0.1 0.0
H -1.22360 0.24642 1.82375 0.1 0.0 0.0
H 0.43700 0.56928 1.35239 -0.1 -0.1 0.0
H -0.84301 0.95949 4.09254 0.2 0.1 0.2
H -0.37539 2.25603 2.99908 -0.1 0.0 0.0
H 2.18981 1.78696 5.76279 0.1 0.0 -0.2
H 0.48718 1.49112 5.92041 -0.1 0.0 -0.1
H 1.80210 4.03321 4.86732 -0.1 0.0 -0.1
H 0.77361 3.81965 6.27092 0.0 0.0 0.0
H 0.06931 3.72213 4.66171 0.0 0.0 0.0
H 2.42835 0.67486 2.41763 -0.1 0.0 0.0
H 3.27514 1.43619 3.71428 -0.1 0.0 0.2
H 1.41372 3.02479 1.85384 0.0 -0.1 0.0
H 3.11838 2.73993 1.53038 0.0 0.0 0.0
H 2.65372 3.66181 2.94719 -0.1 0.0 0.0